{
  "formula": "C5H17AsN3OPdS",
  "method": "wB97M-V/def2-TZVPD",
  "symbols": ["Pd", "N", "C", "C", "N", "H", "H", "H", "H", "H", "H", "H", "H", "O", "S", "N", "C", "As", "C", "C", "H", "H", "H", "H", "H", "H", "H", "H", "H"],
  "coordinates": [[0.886, -0.163, -1.044], [0.812, -0.475, 1.782], [0.882, 0.915, 2.201], [1.926, 1.765, 1.461], [1.469, 2.090, 0.104], [1.623, -0.984, 2.119], [0.907, -0.492, 0.722], [1.080, 0.960, 3.276], [-0.105, 1.365, 2.029], [2.846, 1.186, 1.370], [2.149, 2.666, 2.053], [2.230, 2.426, -0.469], [0.744, 2.795, 0.131], [5.064, -0.622, -0.551], [3.657, -0.351, -0.963], [2.682, -1.469, -0.895], [-3.819, -0.733, -0.508], [-1.873, -0.458, -0.110], [-1.473, 0.402, -1.843], [-1.337, -2.292, -0.576], [-3.965, -1.139, -1.512], [-4.340, 0.225, -0.441], [-4.275, -1.413, 0.215], [-2.008, -0.081, -2.663], [-0.366, 0.314, -2.088], [-1.729, 1.460, -1.819], [-1.910, -2.662, -1.429], [-1.482, -2.956, 0.277], [-0.274, -2.281, -0.830]],
  "forces_ev_per_a": [[0.57, -0.02, -0.82], [0.15, -0.03, -0.15], [0.07, 0.02, -0.19], [-0.17, 0.06, 0.09], [-0.02, -0.08, 0.31], [0.09, 0.06, -0.05], [-0.22, -0.28, 1.45], [-0.01, 0.02, 0.00], [0.01, 0.03, 0.08], [0.05, 0.03, 0.02], [0.02, -0.01, -0.01], [0.02, -0.03, -0.08], [-0.02, 0.03, -0.03], [-0.32, 0.35, -0.18], [0.83, -0.90, 0.29], [-0.10, 0.62, -0.18], [-0.01, 0.05, 0.02], [-0.41, 0.00, -0.22], [0.01, -0.17, 0.15], [-0.05, -0.05, 0.02], [0.06, -0.01, 0.01], [0.02, 0.00, 0.00], [0.07, 0.00, 0.03], [0.03, -0.05, 0.01], [-0.58, 0.31, -0.71], [0.00, 0.00, 0.08], [0.00, 0.03, -0.01], [-0.06, 0.06, 0.03], [-0.03, -0.03, 0.02]],
  "total_charge": -1,
  "molar_mass_g_mol": 348.62,
  "relative_energy_kcal_mol": 26.2,
  "orbital_gap_ev": 6.5
}